[1]
Entry from the Open Molecules 2025 dataset: C15H43FN7O6P2S2 as an isolated structure at a distorted geometry (ωB97M-V/def2-TZVPD).

Atoms and positions in Å:
C1 0.292 -2.415 -1.517
S1 0.361 -3.454 -0.083
O1 -0.839 -3.175 0.674
O2 1.586 -3.075 0.604
N1 0.495 -4.938 -0.660
S2 0.021 -6.111 0.332
O3 0.470 -7.358 -0.253
O4 -1.389 -6.158 0.617
C2 0.911 -6.026 1.900
C3 0.428 -5.016 2.927
F1 -0.861 -5.284 3.369
H1 0.409 -1.384 -1.184
H2 1.067 -2.674 -2.232
H3 -0.699 -2.471 -1.967
H4 1.974 -5.887 1.713
H5 0.766 -7.013 2.342
H6 1.066 -5.143 3.812
H7 0.535 -3.982 2.613
O5 -2.956 1.289 1.819
P1 -2.331 0.678 3.038
N2 -3.518 1.075 4.223
C4 -3.299 1.088 5.654
C5 -4.859 0.577 3.940
N3 -0.955 1.737 3.171
C6 -0.918 2.788 4.166
C7 -0.442 2.227 1.897
N4 -1.555 -0.544 4.002
C8 -0.097 -0.737 3.884
C9 -2.172 -1.875 3.737
H8 -3.237 0.081 6.090
H9 -4.131 1.607 6.139
H10 -2.402 1.631 5.935
H11 -4.987 -0.468 4.259
H12 -5.077 0.634 2.875
H13 -5.609 1.182 4.457
H14 -1.811 3.429 4.144
H15 -0.042 3.422 4.008
H16 -0.789 2.376 5.171
H17 -1.018 3.078 1.511
H18 -0.459 1.442 1.142
H19 0.601 2.536 2.015
H20 0.233 -0.859 2.851
H21 0.184 -1.635 4.438
H22 0.446 0.087 4.337
H23 -1.953 -2.229 2.728
H24 -3.260 -1.834 3.845
H25 -1.811 -2.617 4.448
O6 0.882 1.118 -2.420
P2 1.274 1.751 -3.719
N5 2.496 0.669 -4.248
C10 3.503 0.958 -5.248
C11 2.061 -0.721 -4.373
N6 1.974 3.210 -3.088
C12 3.413 3.388 -3.043
C13 1.364 3.688 -1.851
N7 1.016 2.490 -5.283
C14 0.663 3.918 -5.353
C15 -0.039 1.750 -6.022
H26 3.105 0.964 -6.273
H27 4.281 0.193 -5.201
H28 4.003 1.906 -5.077
H29 1.565 -0.913 -5.336
H30 1.365 -0.980 -3.580
H31 2.909 -1.402 -4.289
H32 3.929 2.550 -2.556
H33 3.658 4.301 -2.497
H34 3.824 3.538 -4.044
H35 1.741 3.164 -0.967
H36 0.282 3.564 -1.876
H37 1.563 4.758 -1.734
H38 -0.178 4.179 -4.707
H39 0.394 4.167 -6.383
H40 1.511 4.545 -5.098
H41 -1.023 1.874 -5.562
H42 0.187 0.682 -6.047
H43 -0.091 2.091 -7.056

Summary:
gap between HOMO and LUMO	7.63	eV
energy	-81933.634	eV
total charge	-1
LUMO	2.06	eV

Atomic partial charges in e from the Löwdin method, atoms 1 to 8:
1. C -0.170
2. S 0.443
3. O -0.356
4. O -0.374
5. N -0.336
6. S 0.479
7. O -0.374
8. O -0.330

[2]
Entry from the Open Molecules 2025 dataset: the molecule C24H33N3O3 (ωB97M-V/def2-TZVPD).

Atoms and positions in Å:
C1 1.740 -2.566 -0.142
C2 1.322 -2.994 -1.554
N1 0.633 -1.961 -2.302
C3 1.489 -0.988 -2.967
C4 1.915 -1.456 -4.355
C5 -0.693 -1.846 -2.500
O1 -1.174 -1.020 -3.254
C6 -1.619 -2.754 -1.676
N2 -1.517 -2.409 -0.282
C7 -1.151 -1.193 0.174
C8 -1.085 -1.187 1.552
C9 -0.592 -0.086 2.348
O2 -0.599 -0.023 3.563
C10 0.107 0.963 1.474
O3 1.178 0.667 0.963
N3 -0.532 2.130 1.297
C11 -1.805 2.390 1.940
C12 -1.634 3.062 3.300
C13 0.067 3.200 0.500
C14 1.413 3.654 1.068
C15 1.964 4.811 0.240
C16 2.123 4.393 -1.219
C17 0.788 3.924 -1.788
C18 0.234 2.769 -0.960
C19 -1.469 -2.506 1.974
C20 -1.592 -3.119 3.217
C21 -1.972 -4.443 3.255
C22 -2.226 -5.161 2.085
C23 -2.107 -4.577 0.841
C24 -1.725 -3.243 0.794
H1 0.994 -2.840 0.597
H2 2.671 -3.054 0.131
H3 1.885 -1.490 -0.082
H4 0.706 -3.893 -1.504
H5 2.216 -3.247 -2.131
H6 2.359 -0.812 -2.331
H7 0.922 -0.060 -3.060
H8 2.460 -2.396 -4.303
H9 2.556 -0.709 -4.814
H10 1.037 -1.594 -4.980
H11 -1.378 -3.811 -1.813
H12 -2.638 -2.580 -2.043
H13 -0.957 -0.386 -0.506
H14 -2.337 1.443 2.066
H15 -2.400 3.023 1.275
H16 -2.607 3.268 3.737
H17 -1.084 2.400 3.965
H18 -1.089 3.997 3.201
H19 -0.630 4.045 0.539
H20 2.108 2.816 1.041
H21 1.289 3.959 2.110
H22 2.927 5.125 0.645
H23 1.281 5.663 0.301
H24 2.847 3.578 -1.281
H25 2.505 5.230 -1.807
H26 0.913 3.605 -2.824
H27 0.077 4.754 -1.778
H28 0.924 1.926 -0.998
H29 -0.730 2.443 -1.361
H30 -1.393 -2.557 4.116
H31 -2.078 -4.942 4.207
H32 -2.523 -6.197 2.157
H33 -2.310 -5.139 -0.058

Summary:
SMILES string	CCN(CC)C(=O)Cn1cc(C(=O)C(=O)N(CC)C2CCCCC2)c2ccccc21
gap between HOMO and LUMO	8.90	eV
energy	-36038.015	eV
ΔE to the lowest compared entry with this formula, charge and spin	22.9	kcal/mol
LUMO	0.55	eV

Atomic partial charges in e from the natural (NBO) method, atoms 1 to 8:
1. C -0.637
2. C -0.211
3. N -0.435
4. C -0.218
5. C -0.616
6. C 0.674
7. O -0.628
8. C -0.298

[3]
Entry from the Open Molecules 2025 dataset: the molecule C4H4N2 at a distorted geometry (ωB97M-V/def2-TZVPD).

Atoms and positions in Å:
C1 -2.295 -0.002 0.364
C2 -1.106 -0.123 0.260
C3 0.324 -0.269 0.076
N1 1.114 0.675 0.761
C4 0.522 -0.130 -1.566
N2 1.129 -1.079 -1.873
H1 -3.346 0.122 0.484
H2 0.637 -1.279 0.384
H3 0.915 1.611 0.432
H4 2.105 0.473 0.677

Summary:
SMILES string	C#C[C@H](N)C#N
gap between HOMO and LUMO	10.07	eV
energy	-7188.738	eV
ΔE to the lowest compared entry with this formula, charge and spin	91.1	kcal/mol
LUMO	-0.28	eV

Atomic partial charges in e from the natural (NBO) method, atoms 1 to 8:
1. C -0.189
2. C -0.029
3. C -0.089
4. N -0.773
5. C 0.112
6. N -0.273
7. H 0.242
8. H 0.247

[4]
Entry from the Open Molecules 2025 dataset: C24H40Cl2N10O2Si2 as an isolated structure (ωB97M-V/def2-TZVPD).

Atoms and positions in Å:
C1 0.697 0.029 4.562
Si1 0.133 -1.482 3.606
O1 -0.722 -0.946 2.261
Si2 0.077 -0.609 0.858
O2 -0.963 -0.821 -0.401
C2 0.601 1.186 0.937
Cl1 -0.614 2.254 1.605
C3 1.746 1.671 0.464
C4 2.817 0.805 -0.132
Cl2 2.079 3.371 0.482
H1 0.013 0.849 4.345
H2 1.687 0.349 4.237
H3 0.702 -0.184 5.628
H4 -0.764 -2.280 4.452
H5 1.273 -2.259 3.110
H6 1.213 -1.510 0.682
H7 -1.861 -0.639 -0.078
H8 2.533 0.515 -1.138
H9 3.025 -0.062 0.487
H10 3.737 1.378 -0.215
C5 1.619 -5.394 1.401
C6 2.446 -4.200 1.510
N1 3.075 -3.246 1.598
H11 0.886 -5.264 0.606
H12 2.242 -6.255 1.171
H13 1.093 -5.570 2.336
C7 -4.694 1.650 -0.708
C8 -4.260 0.261 -0.768
N2 -3.918 -0.833 -0.816
H14 -3.889 2.298 -1.046
H15 -5.559 1.801 -1.350
H16 -4.961 1.909 0.315
C9 2.357 -8.208 4.743
C10 1.151 -7.944 3.968
N3 0.203 -7.735 3.358
H17 3.224 -8.217 4.086
H18 2.487 -7.433 5.496
H19 2.272 -9.174 5.236
C11 0.221 0.349 -4.163
C12 1.263 1.213 -3.623
N4 2.082 1.893 -3.194
H20 -0.141 -0.323 -3.386
H21 -0.606 0.952 -4.533
H22 0.629 -0.245 -4.977
C13 -2.841 5.485 -0.874
C14 -4.226 5.120 -1.144
N5 -5.312 4.817 -1.352
H23 -2.489 4.963 0.015
H24 -2.215 5.209 -1.720
H25 -2.769 6.558 -0.711
C15 4.041 -1.523 -5.410
C16 2.705 -2.103 -5.410
N6 1.643 -2.540 -5.416
H26 4.547 -1.737 -4.471
H27 4.616 -1.941 -6.234
H28 3.972 -0.445 -5.546
C17 5.020 5.603 1.270
C18 5.666 6.043 2.500
N7 6.175 6.390 3.467
H29 4.333 6.371 0.919
H30 5.772 5.421 0.503
H31 4.466 4.684 1.449
C19 -2.844 0.459 6.981
C20 -2.070 -0.775 7.019
N8 -1.471 -1.752 7.037
H32 -2.954 0.791 5.950
H33 -3.829 0.289 7.408
H34 -2.333 1.232 7.552
C21 2.162 -1.565 -9.482
C22 3.172 -0.628 -9.006
N9 3.962 0.105 -8.613
H35 1.844 -2.208 -8.663
H36 1.302 -1.018 -9.861
H37 2.576 -2.178 -10.281
C23 -8.429 2.888 -0.587
C24 -7.797 2.703 0.713
N10 -7.271 2.569 1.723
H38 -7.729 3.385 -1.258
H39 -8.712 1.922 -1.001
H40 -9.318 3.505 -0.480

Summary:
gap between HOMO and LUMO	9.45	eV
energy	-85333.695	eV
LUMO	0.26	eV

Atomic partial charges in e from the Löwdin method, atoms 1 to 8:
1. C -0.223
2. Si 0.510
3. O -0.373
4. Si 0.302
5. O -0.163
6. C -0.722
7. Cl 0.601
8. C -0.795

[5]
Entry from the Open Molecules 2025 dataset: the molecule C4H7NO at a distorted geometry (ωB97M-V/def2-TZVPD).

Atoms and positions in Å:
O1 3.015 0.371 0.506
C1 1.816 0.342 0.623
C2 0.940 -0.676 -0.077
N1 -0.399 -0.265 -0.226
C3 -1.181 0.437 -1.096
C4 -1.478 -0.030 0.585
H1 1.266 1.057 1.278
H2 0.936 -1.593 0.529
H3 1.354 -0.915 -1.059
H4 -1.941 -0.041 -1.702
H5 -0.743 1.350 -1.560
H6 -1.675 0.893 1.122
H7 -1.908 -0.932 1.077

Summary:
SMILES string	O=CCN1CC1
gap between HOMO and LUMO	9.65	eV
energy	-7795.386	eV
ΔE to the lowest compared entry with this formula, charge and spin	98.2	kcal/mol
LUMO	0.91	eV

Atomic partial charges in e from the natural (NBO) method, atoms 1 to 8:
1. O -0.509
2. C 0.431
3. C -0.316
4. N -0.462
5. C -0.182
6. C -0.219
7. H 0.108
8. H 0.223

[6]
Entry from the Open Molecules 2025 dataset: C17H29BrCaINO4P as an isolated structure at a distorted geometry (ωB97M-V/def2-TZVPD).

Atoms and positions in Å:
C1 5.613 -0.030 -0.732
C2 4.178 -0.050 -0.036
C3 3.656 -1.507 0.182
C4 2.187 -1.623 0.760
C5 1.189 -0.492 0.257
C6 1.102 -0.465 -1.310
C7 0.681 0.917 -1.913
C8 0.725 0.755 -3.496
I1 -0.835 -0.499 -4.309
O1 -0.087 -1.119 0.605
P1 -1.160 -0.211 1.616
C9 -2.233 -1.770 1.859
C10 -3.788 -1.537 1.803
C11 -4.338 -0.517 2.865
Br1 -6.280 -0.808 3.112
C12 -2.212 0.545 0.204
C13 -2.545 -0.154 -1.043
C14 -3.359 0.587 -2.030
C15 -3.749 1.937 -1.688
N1 -3.471 2.611 -0.543
C16 -2.740 1.902 0.352
O2 -0.176 1.251 1.411
C17 1.152 0.868 1.075
O3 1.924 1.965 0.620
O4 1.708 0.627 2.399
H1 5.484 -0.350 -1.805
H2 6.340 -0.661 -0.174
H3 5.907 1.055 -0.766
H4 4.220 0.531 0.924
H5 3.525 0.570 -0.716
H6 3.724 -2.099 -0.774
H7 4.339 -1.977 0.942
H8 2.147 -1.752 1.866
H9 1.755 -2.571 0.331
H10 0.301 -1.197 -1.604
H11 2.030 -0.806 -1.843
H12 -0.311 1.296 -1.559
H13 1.423 1.746 -1.705
H14 1.790 0.347 -3.745
H15 0.598 1.820 -3.919
H16 -1.874 0.617 2.583
H17 -0.452 -0.683 2.791
H18 -2.010 -2.157 2.895
H19 -1.868 -2.544 1.134
H20 -4.189 -1.244 0.805
H21 -4.265 -2.532 2.044
H22 -3.757 -0.633 3.810
H23 -4.203 0.511 2.442
H24 -2.166 -1.183 -1.212
H25 -3.593 0.065 -2.979
H26 -4.340 2.492 -2.460
H27 -2.491 2.423 1.310
H28 1.985 2.551 1.393
H29 1.049 0.967 3.032
Ca1 1.760 2.217 -5.060

Summary:
gap between HOMO and LUMO	1.85	eV
energy	-133634.944	eV
total charge	+1
LUMO	-7.47	eV

Atomic partial charges in e from the natural (NBO) method, atoms 1 to 8:
1. C -0.608
2. C -0.396
3. C -0.424
4. C -0.404
5. C 0.247
6. C -0.443
7. C -0.443
8. C -0.600